Entry 1:
Formula: C2H5NO2
Source: OMol25
Level of theory: the ωB97M-V functional and the def2-TZVPD basis

```
10
C2H5NO2 | OMol25 | the ωB97M-V functional and the def2-TZVPD basis
O 0.2160 -2.0143 0.7728
C 1.2913 -1.5770 1.0151
O 2.0480 -0.9434 0.0876
H 1.7998 -1.6358 1.9937
H 2.8648 -0.6370 0.4988
C -1.3799 1.5997 -0.7136
N -1.7109 0.5522 -1.3286
H -0.3288 1.7729 -0.4860
H -2.0798 2.3660 -0.3688
H -2.7203 0.5166 -1.4709
```

Results
Frontier orbital gap = 0.38716 hartree
Largest force on an atom = 0.0068 hartree/bohr
Charge = 0
LUMO energy = 0.60 eV
ΔE to the lowest compared entry with this formula, charge and spin = 163.7 kJ/mol
SMILES = O=CO.C=N
HOMO energy = -0.3652 Eh

natural (NBO) atomic charge list, values in e, 6 entries: -0.53 0.64 -0.68 0.08 0.48 -0.05



Entry 2:
Formula: C5H6OS
Source: OMol25
Level of theory: the ωB97M-V functional and the def2-TZVPD basis

```
13
C5H6OS | OMol25 | the ωB97M-V functional and the def2-TZVPD basis
C 1.3157 1.1475 -0.1326
C 0.0587 1.7413 -0.1232
C -1.1640 0.7996 -0.2402
O -1.6802 -0.0808 0.9423
C -1.2905 -0.5625 -0.4187
C -0.0390 -1.4339 -0.4370
S 1.3619 -0.6379 0.2356
H 2.2429 1.6313 0.0617
H 0.1149 2.6620 -0.1166
H -1.8328 1.5040 -0.9852
H -1.9895 -1.1818 -0.9629
H 0.1195 -1.6094 -1.4451
H -0.2903 -2.3043 0.2508
```

Results
Frontier orbital gap = 0.33035 hartree
Largest force on an atom = 0.2436 hartree/bohr
Charge = 0
LUMO energy = 0.64 eV
ΔE to the lowest compared entry with this formula, charge and spin = 401.8 kJ/mol
SMILES = C1=C[C@@H]2O[C@@H]2CS1
HOMO energy = -0.3068 Eh

natural (NBO) atomic charge list, values in e, 6 entries: -0.28 -0.23 0.03 -0.49 0.03 -0.58



Entry 3:
Formula: C43H62ClFeN2O5
Source: OMol25
Level of theory: the ωB97M-V functional and the def2-TZVPD basis

```
114
C43H62ClFeN2O5 | OMol25 | the ωB97M-V functional and the def2-TZVPD basis
Fe 0.8937 -0.0351 -1.2295
C 3.3895 0.7211 -2.4302
N 2.9842 0.8104 -0.9780
C 3.8929 0.0373 -0.1719
C 2.9019 2.1486 -0.3932
C 1.8969 3.0498 -1.1096
N 0.6402 2.2612 -1.3746
C -0.2897 2.6710 -0.2895
C 0.1759 2.2299 1.0842
C 0.4652 3.1345 2.0905
C 0.7153 2.6766 3.3877
C 0.5754 1.3312 3.5809
C 0.3664 0.3287 2.6057
C 0.1535 0.8189 1.3529
O -0.1713 0.0559 0.3150
C 0.0484 -1.0796 3.0281
C 1.0446 -2.0845 2.3759
C 0.1967 -1.3135 4.5533
C -1.3533 -1.4373 2.6920
C 1.0195 3.6777 4.5519
C -0.3422 4.3593 4.8469
C 1.5412 3.0026 5.8467
C 1.9941 4.7825 4.0708
C 0.0904 2.6649 -2.6770
C -1.1992 1.9247 -3.0390
C -2.4324 2.5953 -3.0648
C -3.5942 1.8189 -3.2172
C -3.5004 0.4392 -3.1461
C -2.3010 -0.2737 -3.0557
C -1.1348 0.4933 -3.0121
O 0.1239 -0.0377 -2.9208
C -2.2867 -1.8134 -3.2368
C -3.6935 -2.4465 -3.2251
C -1.6551 -2.1064 -4.5877
C -1.4675 -2.4104 -2.0789
C -4.9329 2.4880 -3.5320
C -5.1894 3.6317 -2.5096
C -6.0943 1.4920 -3.4014
C -4.9430 2.9630 -4.9922
H 2.9171 -0.1823 -2.8681
H 2.9063 1.5425 -2.9311
H 4.4333 0.8336 -2.5464
H 4.9141 0.4903 -0.1192
H 3.4834 -0.1043 0.8409
H 4.0428 -0.9215 -0.6455
H 2.6378 1.9936 0.6903
H 3.8939 2.6703 -0.4897
H 1.6918 3.9669 -0.5549
H 2.2020 3.3946 -2.1350
H -0.4095 3.7554 -0.3103
H -1.2342 2.2124 -0.5268
H 0.4931 4.2371 1.9938
H 0.5977 0.9996 4.6594
H 2.0886 -1.7198 2.4140
H 1.0369 -3.0699 2.8052
H 0.7301 -2.2149 1.2883
H 1.2381 -1.1903 4.9693
H -0.4579 -0.6108 5.0969
H -0.1055 -2.2738 4.8117
H -1.4735 -1.5131 1.5740
H -1.7488 -2.3078 3.2271
H -1.9780 -0.6096 3.0350
H -1.0969 3.6765 5.2785
H -0.2937 5.1410 5.6400
H -0.7441 4.7541 3.9312
H 0.7379 2.7063 6.4639
H 2.3248 2.2194 5.7291
H 1.9833 3.6994 6.5442
H 1.7469 5.3278 3.1442
H 2.0318 5.5491 4.8242
H 2.9562 4.3215 3.8598
H -0.0597 3.7605 -2.6563
H 0.8243 2.3759 -3.4436
H -2.4919 3.6747 -3.0446
H -4.3942 -0.1358 -3.1692
H -4.2279 -2.0028 -4.1136
H -3.5310 -3.5405 -3.3171
H -4.3044 -2.3246 -2.3526
H -2.3110 -1.8110 -5.4026
H -0.7506 -1.5446 -4.6688
H -1.3138 -3.1593 -4.6732
H -1.5568 -1.7051 -1.2444
H -1.7345 -3.3582 -1.7390
H -0.4185 -2.4058 -2.3718
H -4.9941 3.2112 -1.5470
H -4.6495 4.5501 -2.7999
H -6.2299 3.8284 -2.6920
H -5.9025 0.9532 -2.4586
H -7.0426 2.0568 -3.5522
H -6.0555 0.7286 -4.1860
H -4.1619 3.6905 -5.2560
H -4.8043 2.1353 -5.6903
H -5.8701 3.4782 -5.1704
C 0.9153 -6.6610 1.8042
C 2.1602 -5.8396 1.8190
C 3.1780 -6.1877 2.7511
C 4.3331 -5.4852 2.8849
Cl 5.4682 -5.8947 4.1259
C 4.6401 -4.4339 1.9795
C 3.6678 -4.0742 1.0884
C 2.4627 -4.7613 0.9891
O 1.4660 -4.3906 0.0755
C 2.0554 -4.1772 -1.1855
C 2.3602 -2.7012 -1.6971
O 3.2696 -2.5547 -2.5210
O 1.6234 -1.8070 -1.1133
H 0.0670 -6.0647 1.4711
H 0.6138 -7.1778 2.7322
H 0.9464 -7.5096 1.0895
H 3.0427 -6.9853 3.4601
H 5.4880 -3.8110 2.0257
H 3.7175 -3.0973 0.5323
H 1.3471 -4.6250 -1.9068
H 3.0830 -4.5602 -1.2591
```

Results
Frontier orbital gap (spin up / spin down) = 0.30989 / 0.27764 hartree
Multiplicity = 6
Largest force on an atom = 0.0607 hartree/bohr
Charge = 0
LUMO energy (spin up / spin down) = 0.43 / -0.56 eV
ΔE to the lowest compared entry with this formula, charge and spin = 125.2 kJ/mol
HOMO energy (spin up / spin down) = -0.2942 / -0.2983 Eh

Löwdin atomic charge list, values in e, 6 entries: 1.10 -0.01 -0.30 -0.09 -0.17 -0.14



Entry 4:
Formula: C3H8P2
Source: OMol25
Level of theory: the ωB97M-V functional and the def2-TZVPD basis

```
13
C3H8P2 | OMol25 | the ωB97M-V functional and the def2-TZVPD basis
C 1.5258 -0.1297 0.5078
C 0.1852 -0.1755 -0.1594
C -0.2978 1.1662 -0.4473
P -2.8217 -0.9096 -0.4013
P -3.4512 0.8810 0.3356
H 1.5320 0.2409 1.5107
H 2.0197 -1.1850 0.4492
H 2.2691 0.5491 -0.0420
H 0.0684 -0.8828 -0.9914
H -0.3929 -0.6883 0.6354
H -0.6978 1.7065 0.3837
H -0.6275 1.4204 -1.4083
H -3.7092 -1.4059 0.5586
```

Results
Frontier orbital gap (spin up / spin down) = 0.27281 / 0.26540 hartree
Largest force on an atom = 0.0860 hartree/bohr
Charge = 0
LUMO energy (spin up / spin down) = -0.84 / -0.91 eV
ΔE to the lowest compared entry with this formula, charge and spin = 298.8 kJ/mol
HOMO energy (spin up / spin down) = -0.3038 / -0.2987 Eh

natural (NBO) atomic charge list, values in e, 6 entries: -0.59 -0.52 -0.27 -0.04 0.04 0.21



Which value of ΔE to the lowest compared entry with this formula, charge and spin does entry 1 give?
163.7 kJ/mol



Please write out number 1 again, unchanged.
Formula: C2H5NO2
Source: OMol25
Level of theory: the ωB97M-V functional and the def2-TZVPD basis

```
10
C2H5NO2 | OMol25 | the ωB97M-V functional and the def2-TZVPD basis
O 0.2160 -2.0143 0.7728
C 1.2913 -1.5770 1.0151
O 2.0480 -0.9434 0.0876
H 1.7998 -1.6358 1.9937
H 2.8648 -0.6370 0.4988
C -1.3799 1.5997 -0.7136
N -1.7109 0.5522 -1.3286
H -0.3288 1.7729 -0.4860
H -2.0798 2.3660 -0.3688
H -2.7203 0.5166 -1.4709
```

Results
Frontier orbital gap = 0.38716 hartree
Largest force on an atom = 0.0068 hartree/bohr
Charge = 0
LUMO energy = 0.60 eV
ΔE to the lowest compared entry with this formula, charge and spin = 163.7 kJ/mol
SMILES = O=CO.C=N
HOMO energy = -0.3652 Eh

natural (NBO) atomic charge list, values in e, 6 entries: -0.53 0.64 -0.68 0.08 0.48 -0.05